No. 1
C5H12N2O | ωB97M-V/def2-TZVPD

As for the spin multiplicity: 1. Its total charge is 0. The LUMO energy is -0.1084 Ha. Its HOMO-LUMO gap is 6.019 eV. The value obtained for the energy above the lowest of the compared OMol25 structures with the same formula, charge and spin is 7.136 eV.

Each line ends with the Mulliken charge.
CARTESIAN COORDINATES (ANGSTROEM)
O: 0.219 -1.852 -1.366  -0.52
C: 0.840 -0.789 -1.257  0.52
N: 0.527 0.368 -1.904  -0.42
C: -0.831 0.788 -1.690  -0.52
N: -2.156 1.419 0.466  -0.65
C: 1.944 -0.756 -0.212  -0.45
C: 1.318 -0.119 1.084  -0.59
C: 0.000 -0.862 1.550  -0.99
H: -1.089 1.368 -0.671  0.31
H: -1.272 1.091 -2.651  0.38
H: -1.243 -0.211 -1.517  0.32
H: -3.146 1.214 0.409  0.18
H: -2.110 2.421 0.651  0.23
H: 2.305 -1.777 -0.017  0.32
H: 2.624 0.035 -0.549  0.32
H: 2.006 -0.099 1.948  0.36
H: 1.013 0.914 0.858  0.29
H: -0.689 -0.854 0.707  0.22
H: 0.254 -1.898 1.781  0.32
H: -0.514 -0.402 2.382  0.35

=====

No. 2
C3H4N2S | ωB97M-V/def2-TZVPD

As for the spin multiplicity: 1. Its total charge is 0. The LUMO energy is -0.0476 Ha. Its HOMO-LUMO gap is 7.836 eV. The value obtained for the energy above the lowest of the compared OMol25 structures with the same formula, charge and spin is 2.866 eV.

Each line ends with the Mulliken charge.
CARTESIAN COORDINATES (ANGSTROEM)
C: 2.340 0.011 0.176  -0.26
N: 1.320 -0.592 -0.229  -0.38
N: 0.215 0.333 -0.237  -0.29
C: -0.852 -0.353 -0.095  0.16
C: -2.112 0.360 -0.097  -0.37
S: -3.623 -0.229 0.024  -0.20
H: 3.269 -0.593 0.179  0.26
H: 2.274 1.064 0.443  0.35
H: -0.844 -1.431 0.074  0.43
H: -1.989 1.430 -0.237  0.31

=====

No. 3
C57H65N4O4 | ωB97M-V/def2-TZVPD

As for the spin multiplicity: 1. Its total charge is +1. The LUMO energy is -0.1423 Ha. Its HOMO-LUMO gap is 6.835 eV.

Each line ends with the Mulliken charge.
CARTESIAN COORDINATES (ANGSTROEM)
C: -1.508 3.754 0.276  0.86
C: -1.953 3.874 -0.830  -2.61
C: -2.447 3.930 -2.198  1.45
C: -3.970 4.142 -2.316  -1.03
N: -4.351 4.054 -3.737  -0.08
C: -3.530 4.730 -4.616  0.00
N: -4.030 5.187 -5.732  -0.01
C: -5.378 5.039 -6.194  0.53
C: -5.947 3.790 -6.393  -0.29
C: -7.254 3.725 -6.832  -0.49
N: -8.025 4.779 -7.108  -0.54
C: -7.436 5.964 -6.935  -0.33
C: -6.143 6.155 -6.483  -0.49
N: -2.156 4.946 -4.446  0.14
C: -1.418 3.793 -5.109  -0.45
C: -0.068 3.483 -4.483  -0.58
C: 0.661 2.400 -5.321  -0.30
C: 2.171 2.682 -5.477  -1.22
C: 2.978 1.384 -5.473  -1.07
C: 3.300 0.880 -4.038  -0.46
C: 2.911 -0.594 -3.784  -0.38
C: 4.093 -1.525 -3.425  -0.99
C: 3.865 -2.933 -3.957  -1.17
C: 2.625 -3.615 -3.343  0.05
C: 2.059 -4.669 -4.299  -0.75
C: 1.123 -5.685 -3.639  -0.97
C: -0.106 -5.076 -2.942  -0.65
C: -1.359 -4.954 -3.838  -0.87
C: -1.421 -3.573 -4.508  0.17
C: -2.516 -3.471 -5.580  -0.78
C: -2.812 -2.022 -6.053  -0.61
C: -1.629 -1.055 -5.975  -0.93
C: -1.857 5.100 -3.007  -1.38
H: -1.096 3.570 1.243  0.68
H: -2.240 2.969 -2.676  0.29
H: -4.183 5.143 -1.940  0.35
H: -4.543 3.449 -1.707  0.46
H: -4.558 3.112 -4.042  0.33
H: -3.387 5.690 -6.334  0.39
H: -5.384 2.879 -6.232  0.51
H: -7.703 2.746 -6.972  0.35
H: -8.031 6.840 -7.172  0.36
H: -5.754 7.157 -6.353  0.40
H: -2.063 2.907 -5.140  0.41
H: -1.245 4.080 -6.149  0.41
H: -0.212 3.049 -3.493  0.04
H: 0.541 4.379 -4.390  0.47
H: 0.200 2.314 -6.306  0.49
H: 0.551 1.437 -4.819  0.09
H: 2.333 3.204 -6.424  0.42
H: 2.526 3.344 -4.686  0.45
H: 3.924 1.539 -5.995  0.41
H: 2.442 0.607 -6.022  0.51
H: 4.370 1.002 -3.863  0.59
H: 2.813 1.535 -3.310  0.17
H: 2.412 -0.998 -4.666  0.26
H: 2.202 -0.619 -2.953  0.16
H: 4.267 -1.526 -2.346  0.27
H: 4.998 -1.099 -3.869  0.50
H: 3.696 -2.872 -5.036  0.40
H: 4.727 -3.581 -3.788  0.47
H: 1.863 -2.863 -3.133  0.13
H: 2.887 -4.079 -2.387  0.39
H: 1.555 -4.136 -5.110  0.17
H: 2.887 -5.214 -4.762  0.48
H: 1.706 -6.251 -2.907  0.40
H: 0.795 -6.403 -4.394  0.40
H: 0.115 -4.073 -2.570  0.26
H: -0.349 -5.678 -2.064  0.40
H: -1.317 -5.699 -4.637  0.30
H: -2.256 -5.110 -3.237  0.43
H: -0.457 -3.405 -4.992  -0.20
H: -1.542 -2.801 -3.742  0.32
H: -3.423 -3.928 -5.185  0.28
H: -2.173 -4.028 -6.454  0.37
H: -3.679 -1.624 -5.521  0.30
H: -3.104 -2.075 -7.105  0.31
H: -0.754 -1.501 -6.449  0.27
H: -1.855 -0.129 -6.510  0.45
H: -1.364 -0.782 -4.953  0.19
H: -2.386 5.998 -2.679  0.55
H: -0.806 5.290 -2.816  0.38
C: 2.280 0.640 0.785  -0.38
C: 1.867 1.968 0.855  -0.56
C: 1.952 2.661 2.049  -1.03
C: 2.440 2.028 3.185  0.29
C: 2.841 0.693 3.119  0.18
C: 2.766 0.004 1.914  -0.78
C: 3.338 -0.018 4.333  0.61
O: 3.688 -1.178 4.271  -0.66
C: 3.378 0.735 5.615  0.46
C: 3.794 0.081 6.767  -0.87
C: 3.841 0.761 7.972  -0.56
C: 3.483 2.104 8.029  -0.59
C: 3.069 2.763 6.884  -0.68
C: 3.008 2.081 5.675  0.33
C: 2.533 2.797 4.461  0.66
O: 2.222 3.969 4.498  -0.66
H: 2.220 0.102 -0.153  0.57
H: 1.480 2.462 -0.028  0.63
H: 1.644 3.697 2.111  0.58
H: 3.086 -1.028 1.871  0.49
H: 4.073 -0.963 6.717  0.58
H: 4.155 0.246 8.870  0.44
H: 3.524 2.635 8.971  0.41
H: 2.786 3.806 6.922  0.49
C: 2.423 -3.550 7.811  -0.28
C: 2.338 -4.899 8.142  -0.70
C: 1.558 -5.305 9.211  -0.54
C: 0.864 -4.363 9.961  0.27
C: 0.961 -3.008 9.639  -0.01
C: 1.736 -2.608 8.558  -0.52
C: 0.259 -1.973 10.448  0.51
O: 0.341 -0.796 10.162  -0.68
C: -0.540 -2.426 11.621  0.20
C: -1.167 -1.477 12.419  -0.53
C: -1.923 -1.880 13.507  -0.48
C: -2.062 -3.233 13.799  -0.47
C: -1.437 -4.183 13.008  -0.56
C: -0.670 -3.784 11.921  0.16
C: 0.016 -4.820 11.099  0.60
O: -0.109 -6.001 11.348  -0.65
H: 3.025 -3.237 6.967  0.47
H: 2.882 -5.634 7.563  0.41
H: 1.482 -6.351 9.472  0.48
H: 1.797 -1.558 8.305  0.61
H: -1.058 -0.427 12.185  0.47
H: -2.407 -1.140 14.131  0.40
H: -2.657 -3.546 14.646  0.40
H: -1.537 -5.236 13.230  0.48

=====

No. 4
C4H13N2O2 | ωB97M-V/def2-TZVPD

As for the spin multiplicity: 1. Its total charge is -1. The LUMO energy is 0.1515 Ha. Its HOMO-LUMO gap is 7.017 eV. The value obtained for the energy above the lowest of the compared OMol25 structures with the same formula, charge and spin is 2.450 eV.

Each line ends with the Mulliken charge.
CARTESIAN COORDINATES (ANGSTROEM)
C: -0.454 0.919 2.222  -1.02
N: 0.441 2.087 2.498  -0.70
C: 0.137 -0.162 1.365  0.26
C: -0.857 -1.421 1.331  -1.05
N: 0.394 0.359 -0.052  -0.43
C: 0.763 -0.764 -1.077  -0.36
O: -0.377 -1.169 -1.508  -0.93
H: -1.298 1.307 1.688  0.42
H: -0.973 0.661 3.163  0.39
H: 1.305 1.828 3.031  0.23
H: 0.761 2.481 1.595  0.33
H: 1.190 -0.469 1.709  0.26
H: -0.252 -2.329 1.560  0.25
H: -1.106 -1.695 0.187  0.18
H: -1.698 -1.286 2.001  0.42
H: -0.662 0.786 -0.336  0.26
H: 1.382 -0.133 -1.777  0.26
H: 1.395 -1.533 -0.712  0.31
H: -0.769 -0.065 -3.369  0.34
H: 0.432 -0.572 -4.339  0.28
O: -0.008 0.226 -4.063  -0.69

=====

No. 5
C10H12B2BeF14N5O4S2 | ωB97M-V/def2-TZVPD

As for the spin multiplicity: 1. Its total charge is -1. The LUMO energy is -0.1760 Ha. Its HOMO-LUMO gap is 2.729 eV. The value obtained for the energy above the lowest of the compared OMol25 structures with the same formula, charge and spin is 10.030 eV.

Each line ends with the Mulliken charge.
CARTESIAN COORDINATES (ANGSTROEM)
Be: -0.731 0.097 -0.329  1.28
B: -2.041 3.629 1.053  0.60
F: -1.457 4.801 0.673  -0.37
F: -3.014 3.941 2.027  -0.38
F: -2.476 2.969 -0.075  -0.38
F: -1.166 2.789 1.687  -0.32
B: -4.874 0.365 2.573  0.53
F: -5.703 -0.698 2.876  -0.40
F: -5.585 1.177 1.795  -0.34
F: -4.631 1.090 3.697  -0.38
F: -3.745 0.101 1.828  -0.28
C: 3.779 -1.771 2.987  0.67
F: 4.022 -2.036 4.237  -0.19
F: 4.871 -1.558 2.262  -0.19
F: 3.196 -2.872 2.443  -0.23
S: 2.628 -0.134 2.754  0.92
O: 1.236 -0.514 2.990  -0.58
O: 3.060 0.909 3.728  -0.56
N: 2.664 0.258 1.067  -0.23
S: 3.838 1.132 0.750  0.85
O: 3.395 2.467 0.320  -0.59
O: 5.026 1.081 1.655  -0.56
C: 4.490 0.178 -0.870  0.65
F: 4.903 -1.004 -0.469  -0.22
F: 3.480 0.084 -1.697  -0.21
F: 5.501 0.869 -1.387  -0.22
C: 0.462 5.126 -4.375  -0.67
C: 0.327 3.793 -3.765  0.21
N: 0.134 2.766 -3.307  -0.30
H: 1.482 5.428 -4.613  0.28
H: 0.222 5.717 -3.491  0.24
H: -0.233 5.206 -5.210  0.26
C: -5.908 1.939 -2.956  -0.80
C: -4.800 0.983 -2.755  0.34
N: -3.936 0.240 -2.589  -0.35
H: -6.362 1.807 -3.938  0.31
H: -5.637 2.994 -3.007  0.27
H: -6.704 1.882 -2.214  0.27
C: -1.276 -5.233 3.568  -0.66
C: -1.361 -4.373 2.357  0.25
N: -1.432 -3.703 1.405  -0.35
H: -0.681 -4.606 4.233  0.24
H: -0.661 -6.103 3.337  0.26
H: -2.259 -5.561 3.903  0.29
C: 3.364 -4.616 -2.591  -0.70
C: 2.302 -3.676 -2.435  0.29
N: 1.447 -2.883 -2.260  -0.37
H: 3.682 -4.956 -1.606  0.25
H: 4.129 -4.035 -3.106  0.25
H: 3.035 -5.486 -3.161  0.31

=====

No. 6
C53H46Cl3IrN8OS3Si | ωB97M-V/def2-TZVPD

As for the spin multiplicity: 1. Its total charge is 0. The LUMO energy (alpha / beta) is -0.0913 / -0.0906 Ha. Its HOMO-LUMO gap (alpha / beta) is 4.375 / 4.419 eV. The value obtained for the energy above the lowest of the compared OMol25 structures with the same formula, charge and spin is 8.522 eV.

Each line ends with the Mulliken charge.
CARTESIAN COORDINATES (ANGSTROEM)
Ir: -0.312 -0.465 -1.033  1.72
N: 0.816 -1.243 0.230  0.35
S: 1.773 -0.878 1.377  0.65
N: 1.566 0.718 1.845  -0.59
S: 0.616 1.786 1.262  2.21
N: -0.847 1.843 1.840  -0.77
S: -2.042 0.881 1.299  2.28
N: -1.756 -0.245 0.408  -0.61
C: -3.314 2.007 0.716  0.07
C: -4.167 1.537 -0.268  -0.66
C: -5.147 2.384 -0.762  -0.94
C: -5.258 3.677 -0.271  -0.47
C: -4.400 4.132 0.723  -0.93
C: -3.423 3.291 1.229  -0.02
C: -2.779 0.327 2.840  -0.58
C: -3.421 -0.899 2.848  -0.24
C: -3.961 -1.366 4.036  -0.72
C: -3.838 -0.617 5.198  -0.72
C: -3.204 0.620 5.171  -0.79
C: -2.681 1.106 3.984  0.08
C: 1.302 3.204 2.129  0.00
C: 1.200 3.187 3.513  -0.72
C: 1.806 4.187 4.250  -0.77
C: 2.527 5.187 3.608  -0.62
C: 2.613 5.200 2.225  -1.06
C: 1.990 4.211 1.477  -0.33
C: 0.541 2.056 -0.496  1.35
C: -0.563 2.905 -0.807  -1.26
C: -0.730 3.463 -2.029  -0.91
C: 0.247 3.217 -3.051  -1.19
C: 1.395 2.597 -2.766  -1.24
C: 1.784 2.139 -1.385  0.09
C: 1.065 -1.733 2.806  0.06
C: 0.085 -1.182 3.606  0.73
C: -0.415 -1.933 4.659  -0.82
C: 0.076 -3.208 4.899  -0.77
C: 1.054 -3.752 4.077  -0.82
C: 1.551 -3.014 3.016  -0.50
C: 4.709 -0.088 -0.343  -0.08
C: 5.172 0.173 0.942  -0.29
C: 5.593 -0.861 1.769  -0.72
C: 5.555 -2.170 1.313  -0.53
C: 5.111 -2.437 0.024  -0.87
C: 4.694 -1.404 -0.801  0.20
H: -4.033 0.531 -0.648  0.65
H: -5.806 2.045 -1.549  0.46
H: -6.014 4.339 -0.672  0.43
H: -4.484 5.146 1.089  0.46
H: -2.730 3.628 1.990  0.43
H: -3.467 -1.471 1.929  0.41
H: -4.468 -2.321 4.053  0.48
H: -4.230 -0.997 6.132  0.41
H: -3.113 1.202 6.079  0.42
H: -2.187 2.067 3.942  0.31
H: 0.656 2.384 3.992  0.32
H: 1.733 4.179 5.329  0.45
H: 3.023 5.955 4.186  0.41
H: 3.176 5.977 1.726  0.47
H: 2.039 4.238 0.397  0.47
H: -1.325 3.051 -0.059  0.73
H: -1.602 4.068 -2.239  1.00
H: 0.041 3.545 -4.062  0.43
H: 2.147 2.454 -3.531  0.47
H: 2.474 2.901 -0.992  0.47
H: -0.271 -0.180 3.408  0.18
H: -1.189 -1.517 5.289  0.50
H: -0.300 -3.784 5.734  0.42
H: 1.433 -4.748 4.262  0.41
H: 2.304 -3.416 2.352  0.51
H: 5.194 1.192 1.310  0.36
H: 5.928 -0.645 2.776  0.42
H: 5.877 -2.975 1.962  0.43
H: 5.089 -3.456 -0.343  0.43
H: 4.340 -1.625 -1.800  0.27
Cl: -4.328 -7.498 -0.873  -0.25
C: -3.543 -5.972 -1.128  0.36
C: -2.806 -5.395 -0.114  -0.87
C: -2.205 -4.165 -0.303  0.18
Cl: -1.244 -3.556 0.995  0.26
C: -2.327 -3.400 -1.514  -1.35
O: -1.881 -2.220 -1.782  0.01
C: -3.063 -4.101 -2.524  0.91
Cl: -3.245 -3.319 -4.053  -0.25
C: -3.656 -5.332 -2.348  -0.85
H: -2.687 -5.904 0.832  0.48
H: -4.199 -5.786 -3.164  0.47
C: 0.575 -3.507 -2.825  -0.81
Si: 0.527 -1.878 -3.790  0.38
C: 1.586 -2.274 -5.318  -1.56
C: -1.095 -1.303 -4.550  -0.69
N: 1.083 -0.660 -2.612  0.12
C: 2.239 0.023 -2.640  0.02
C: 2.608 0.834 -1.421  1.54
C: 4.139 1.036 -1.196  0.27
C: 4.912 1.147 -2.473  -1.25
C: 4.401 0.682 -3.625  -1.13
C: 3.108 0.077 -3.710  -0.55
H: -0.107 -4.234 -3.272  0.29
H: 0.293 -3.379 -1.780  0.01
H: 1.581 -3.934 -2.862  0.40
H: 1.114 -3.134 -5.801  0.42
H: 2.612 -2.558 -5.080  0.36
H: 1.605 -1.466 -6.052  0.37
H: -1.329 -1.912 -5.426  0.57
H: -1.029 -0.262 -4.873  0.26
H: -1.918 -1.386 -3.846  -0.26
H: 2.254 0.265 -0.587  -1.58
H: 4.268 1.958 -0.618  0.64
H: 5.910 1.561 -2.414  0.47
H: 4.988 0.735 -4.534  0.42
H: 2.807 -0.357 -4.649  0.58
N: -4.016 4.024 -3.671  -0.72
C: -3.635 2.944 -3.481  0.60
N: -3.286 1.705 -3.297  -0.92
C: -2.335 1.131 -2.719  0.43
N: -1.495 0.462 -2.253  0.37